No. 1
{"formula": "C35H42BN4O2", "method": "the ωB97M-V functional and the def2-TZVPD basis", "spin_multiplicity": 1, "total_energy_ev": -47702.0427, "charge": 1, "fmax_ev_per_a": 4.698, "lumo_ha": -0.1086, "elements": ["C", "C", "C", "C", "N", "O", "C", "N", "N", "B", "N", "O", "H", "H", "H", "H", "H", "H", "H", "H", "H", "H", "H", "H", "C", "C", "C", "C", "C", "C", "H", "H", "H", "H", "H", "H", "C", "C", "C", "C", "C", "C", "H", "H", "H", "H", "H", "H", "C", "C", "C", "C", "C", "C", "H", "H", "H", "H", "H", "H", "C", "C", "C", "C", "C", "C", "H", "H", "H", "H", "H", "H", "C", "C", "C", "C", "C", "C", "H", "H", "H", "H", "H", "H"], "coordinates": [[1.4947, 4.2346, 2.1407], [0.1527, 3.3974, 2.0131], [-0.1522, 2.8714, 0.5861], [-0.7020, 3.5585, -0.5728], [-0.8132, 2.6130, -1.6109], [-1.3126, 3.0160, -2.8210], [-0.3704, 1.3613, -1.2403], [-0.3800, 0.2208, -2.0692], [0.0282, 1.5547, 0.0520], [0.6268, 0.3960, 0.8479], [2.0470, 0.0925, 0.6138], [-0.2301, -0.2395, 1.7467], [1.2903, 5.2080, 2.6739], [2.1688, 3.6662, 2.8458], [2.0172, 4.4318, 1.1719], [0.2420, 2.4932, 2.6850], [-0.7278, 4.0085, 2.3496], [-1.0085, 4.6272, -0.6481], [-0.5884, 2.7742, -3.4428], [-1.2566, 0.2025, -2.6126], [-0.3832, -0.6548, -1.5394], [2.5885, 0.0139, 1.4766], [2.1854, -0.7095, -0.0051], [0.2212, -0.3708, 2.6052], [4.8474, -4.7842, 3.3917], [5.8543, -3.8759, 3.0863], [5.5706, -2.7572, 2.3132], [4.2775, -2.5417, 1.8534], [3.2693, -3.4478, 2.1615], [3.5549, -4.5715, 2.9272], [5.0699, -5.6584, 3.9919], [6.8614, -4.0409, 3.4508], [6.3571, -2.0519, 2.0694], [4.0561, -1.6661, 1.2539], [2.2588, -3.2784, 1.8033], [2.7705, -5.2810, 3.1630], [-2.8229, -5.0293, 2.7920], [-1.8088, -4.1255, 2.4992], [-2.0815, -3.0028, 1.7273], [-3.3682, -2.7779, 1.2556], [-4.3835, -3.6789, 1.5513], [-4.1103, -4.8071, 2.3160], [-2.6109, -5.9069, 3.3913], [-0.8052, -4.2970, 2.8726], [-1.2922, -2.3007, 1.4917], [-3.5794, -1.8981, 0.6569], [-5.3885, -3.5026, 1.1849], [-4.9006, -5.5128, 2.5422], [8.5853, -0.0609, 0.1450], [7.2911, 0.3805, -0.1018], [7.0001, 1.7390, -0.0649], [8.0065, 2.6573, 0.2094], [9.3015, 2.2162, 0.4526], [9.5904, 0.8572, 0.4247], [8.8112, -1.1208, 0.1194], [6.5071, -0.3359, -0.3227], [5.9887, 2.0825, -0.2511], [7.7811, 3.7172, 0.2335], [10.0866, 2.9326, 0.6649], [10.5993, 0.5134, 0.6196], [-5.9434, 0.2914, 0.9402], [-4.9247, 1.1906, 0.6464], [-5.1904, 2.3145, -0.1271], [-6.4778, 2.5442, -0.5988], [-7.4967, 1.6468, -0.3015], [-7.2290, 0.5181, 0.4643], [-5.7345, -0.5868, 1.5409], [-3.9215, 1.0142, 1.0209], [-4.3943, 3.0129, -0.3617], [-6.6867, 3.4232, -1.1978], [-8.5007, 1.8271, -0.6679], [-8.0225, -0.1840, 0.6911], [-4.7128, 0.2634, -6.7534], [-3.3316, 0.2917, -6.6089], [-2.7648, 0.8190, -5.4550], [-3.5808, 1.3094, -4.4410], [-4.9626, 1.2773, -4.5844], [-5.5286, 0.7585, -5.7419], [-5.1547, -0.1447, -7.6546], [-2.6962, -0.0965, -7.3964], [-1.6849, 0.8469, -5.3457], [-3.1392, 1.7159, -3.5395], [-5.5986, 1.6580, -3.7931], [-6.6058, 0.7383, -5.8564]], "atomic_forces_ev_per_a": [[0.008, -0.078, 0.941], [0.220, -0.698, -0.511], [-1.706, 1.159, -4.221], [1.201, -1.380, 2.832], [0.584, 0.277, 1.418], [0.860, -1.012, -0.416], [-0.817, 2.576, 0.754], [-0.720, 0.892, 1.037], [-0.050, -1.708, 0.116], [0.393, -0.590, 0.938], [-1.152, 0.342, 0.343], [1.279, 1.890, -0.218], [0.167, -0.964, -0.797], [-0.439, 0.655, -1.004], [-0.552, -0.236, 0.860], [-0.369, 1.013, -0.612], [0.800, -0.745, -0.388], [0.255, -1.331, -0.309], [-0.628, 0.464, 0.006], [0.504, 0.172, 0.015], [0.270, 0.334, -0.087], [-0.075, -0.483, -0.424], [0.332, 0.319, 0.299], [-0.336, -0.705, -0.549], [-0.019, 0.047, -0.033], [-0.043, -0.019, -0.014], [0.040, 0.052, -0.007], [-0.033, -0.087, 0.083], [0.018, 0.056, -0.002], [0.004, 0.011, 0.019], [-0.014, 0.046, -0.034], [-0.055, 0.008, -0.030], [-0.034, -0.021, 0.024], [0.103, -0.047, -0.022], [0.025, -0.045, 0.002], [0.039, 0.029, -0.011], [-0.024, 0.029, -0.014], [-0.028, -0.012, -0.018], [-0.003, -0.079, -0.011], [-0.004, -0.006, 0.002], [-0.006, -0.005, 0.005], [0.056, 0.047, 0.001], [-0.014, 0.046, -0.031], [-0.048, -0.014, -0.019], [-0.047, -0.052, 0.044], [-0.030, -0.035, 0.016], [0.053, -0.022, 0.007], [0.038, 0.038, -0.007], [-0.006, 0.010, 0.017], [-0.015, 0.017, 0.039], [0.046, -0.012, 0.016], [-0.016, -0.033, 0.003], [-0.016, -0.013, 0.004], [-0.043, 0.013, -0.010], [-0.006, 0.050, -0.011], [0.043, 0.017, -0.004], [0.043, -0.009, -0.014], [0.022, -0.048, -0.001], [-0.044, -0.042, -0.008], [-0.046, 0.018, -0.019], [0.018, -0.016, -0.013], [-0.003, -0.010, -0.063], [-0.022, -0.061, -0.006], [0.019, -0.020, -0.016], [0.035, -0.011, -0.008], [0.043, 0.046, -0.018], [-0.009, 0.049, -0.008], [-0.040, -0.004, 0.019], [-0.042, 0.007, 0.024], [0.000, -0.037, 0.036], [0.057, -0.008, 0.021], [0.035, 0.042, 0.000], [0.014, 0.025, 0.061], [0.041, -0.019, -0.050], [-0.095, 0.010, 0.107], [-0.004, -0.136, -0.056], [-0.049, -0.001, 0.025], [0.072, 0.001, -0.002], [0.032, 0.022, 0.046], [-0.038, 0.032, 0.036], [-0.007, -0.022, -0.064], [-0.118, 0.047, -0.037], [0.038, -0.027, -0.026], [0.053, -0.001, 0.009]], "lowdin_charge": [-0.083, -0.151, -0.103, 0.083, -0.084, 0.071, -0.208, 0.195, 0.139, -0.550, 0.178, 0.152, 0.085, 0.080, 0.082, 0.112, 0.129, 0.155, 0.155, 0.113, 0.117, 0.076, 0.087, 0.136, -0.082, -0.081, -0.087, -0.109, -0.105, -0.091, 0.106, 0.107, 0.096, 0.068, 0.089, 0.102, -0.086, -0.093, -0.103, -0.100, -0.091, -0.084, 0.105, 0.096, 0.065, 0.087, 0.102, 0.106, -0.098, -0.110, -0.106, -0.097, -0.091, -0.090, 0.101, 0.091, 0.093, 0.100, 0.104, 0.104, -0.095, -0.107, -0.109, -0.099, -0.086, -0.083, 0.093, 0.090, 0.089, 0.103, 0.106, 0.106, -0.081, -0.090, -0.110, -0.113, -0.084, -0.080, 0.107, 0.105, 0.089, 0.065, 0.098, 0.107]}

=====

No. 2
{"formula": "C16H18AsN5OS5Zr", "method": "the ωB97M-V functional and the def2-TZVPD basis", "spin_multiplicity": 1, "total_energy_ev": -142684.2101, "charge": 0, "fmax_ev_per_a": 2.191, "relative_energy_kcal_mol": 0.0, "lumo_ha": -0.0220, "elements": ["Zr", "O", "C", "N", "C", "C", "C", "C", "C", "C", "N", "C", "C", "C", "C", "C", "N", "H", "H", "H", "H", "H", "H", "H", "H", "H", "H", "S", "As", "S", "S", "S", "C", "N", "C", "C", "N", "C", "S", "H", "H", "H", "H", "H", "H", "H", "H"], "coordinates": [[0.3742, 0.4308, 1.0788], [-3.3475, -0.1986, -0.5567], [-2.4022, 0.0383, 0.1859], [-1.2288, -0.5873, 0.2341], [-1.0072, -1.6907, -0.6774], [0.0816, -2.5453, -0.0871], [0.1472, -3.9227, -0.2614], [1.1840, -4.6239, 0.3315], [2.1206, -3.9276, 1.0830], [1.9834, -2.5574, 1.2071], [0.9839, -1.8786, 0.6432], [-2.5174, 1.1008, 1.2610], [-3.6669, 1.8784, 1.3452], [-3.8020, 2.7620, 2.4008], [-2.7979, 2.8134, 3.3580], [-1.6823, 2.0065, 3.1998], [-1.5270, 1.1811, 2.1612], [-0.6799, -1.3154, -1.6679], [-1.9298, -2.2670, -0.8394], [-0.6147, -4.4237, -0.8386], [1.2577, -5.6949, 0.2163], [2.9454, -4.4288, 1.5627], [2.7090, -1.9818, 1.7784], [-4.4221, 1.7477, 0.5846], [-4.6863, 3.3727, 2.4925], [-2.8752, 3.4691, 4.2110], [-0.8889, 2.0143, 3.9444], [4.1739, 2.0168, 3.5602], [2.5227, 1.3272, 2.4937], [1.2017, -0.2160, 3.4089], [2.8905, 0.4861, 0.4504], [1.0268, 2.8462, 1.9746], [-0.5386, 4.8922, -0.1928], [0.7407, 4.4480, -0.6701], [1.9554, 5.2046, -0.3975], [3.0725, 4.1686, -0.6127], [2.3523, 3.0553, -1.2084], [1.0375, 3.1847, -0.9830], [-0.0748, 1.9247, -1.1832], [-0.6253, 4.7424, 0.8904], [-1.3177, 4.3228, -0.6976], [-0.6571, 5.9518, -0.4105], [1.9465, 5.5745, 0.6308], [2.0263, 6.0465, -1.0931], [3.5221, 3.8503, 0.3425], [3.8680, 4.5116, -1.2757], [2.7756, 2.1314, -1.2413]], "atomic_forces_ev_per_a": [[0.600, -0.176, -0.322], [0.408, 0.104, 0.235], [-1.331, 0.345, -0.125], [0.194, -0.610, -0.310], [-0.079, -0.282, -0.373], [-0.118, -0.166, -0.064], [0.090, 0.176, -0.006], [-0.030, 0.193, 0.029], [-0.169, 0.109, -0.197], [0.519, -0.090, 0.224], [-0.512, -0.030, -0.088], [-0.760, 0.210, 0.186], [0.182, -0.199, -0.138], [0.185, -0.180, -0.035], [0.029, -0.222, -0.184], [0.124, 0.131, 0.527], [-0.727, 0.139, -0.392], [-0.148, -0.178, 0.271], [0.228, 0.191, 0.068], [-0.037, -0.035, -0.063], [-0.014, -0.088, -0.004], [0.062, -0.024, 0.052], [-0.280, -0.059, -0.148], [-0.024, 0.009, -0.020], [-0.081, 0.104, 0.004], [0.053, -0.015, 0.091], [-0.034, -0.035, -0.320], [-0.357, -0.316, -0.254], [1.720, 0.984, 0.936], [0.175, 0.360, -0.302], [0.003, -0.011, 0.769], [0.397, -0.433, 0.230], [-0.284, -0.028, 0.089], [0.120, -0.426, 0.024], [0.270, 0.206, -0.080], [0.446, 0.011, 0.282], [-0.398, 0.094, -0.085], [0.791, 0.354, -0.401], [-0.587, -0.658, -0.030], [-0.006, 0.018, -0.088], [-0.015, 0.082, 0.072], [-0.004, 0.027, -0.071], [-0.032, 0.001, -0.086], [0.009, -0.014, 0.114], [-0.147, 0.108, -0.265], [-0.117, 0.093, 0.050], [-0.314, 0.227, 0.201]], "lowdin_charge": [0.914, 0.070, -0.540, -0.190, -0.142, -0.245, -0.008, -0.044, -0.037, -0.185, -0.057, -0.203, 0.015, -0.034, -0.033, -0.177, -0.070, 0.139, 0.133, 0.116, 0.111, 0.110, 0.060, 0.122, 0.112, 0.111, 0.086, -0.056, -0.388, 0.070, 0.095, 0.146, -0.072, -0.186, -0.118, -0.135, -0.003, -0.862, 0.652, 0.059, 0.068, 0.095, 0.119, 0.125, 0.107, 0.119, 0.031]}